DFT (wB97M-V/def2-TZVPD) results for an isolated molecule of C12H18N2.

Spin multiplicity: 1
Structure (SMILES): C[C@H]1C=Cc2[nH]ncc2[C@@H]1C(C)(C)C
Net charge: 0
LUMO energy (eV): 0.86
E_tot (Ha): -577.47866
Kohn-Sham gap (eV): 9.0
E_HOMO (hartree): -0.29962
Relative energy (zero: lowest compared OMol25 entry of this formula, charge and spin) (kJ/mol): 185.4

Last column: natural (NBO) charge in e.
Geometry (Å):
C  2.362  -1.460  -0.331  -0.605
C  0.940  -1.279  0.308  -0.276
C  1.132  -1.159  1.808  -0.136
C  1.521  -0.035  2.465  -0.245
C  1.653  1.121  1.578  0.115
N  2.325  2.273  1.829  -0.330
N  2.370  3.039  0.732  -0.266
C  1.706  2.398  -0.172  -0.028
C  1.158  1.176  0.271  -0.183
C  0.372  0.084  -0.390  -0.120
C  -1.242  0.328  -0.578  -0.045
C  -1.899  -0.908  -1.206  -0.609
C  -1.618  1.567  -1.487  -0.623
C  -2.002  0.572  0.694  -0.631
H  2.305  -1.439  -1.482  0.213
H  2.780  -2.401  0.106  0.213
H  3.049  -0.636  -0.067  0.222
H  0.271  -2.124  0.029  0.223
H  1.265  -2.081  2.335  0.202
H  2.002  -0.065  3.411  0.219
H  2.574  2.640  2.662  0.396
H  1.677  2.805  -1.134  0.200
H  0.810  -0.129  -1.506  0.202
H  -2.928  -0.537  -1.228  0.211
H  -1.808  -1.713  -0.519  0.205
H  -1.455  -1.020  -2.119  0.203
H  -2.743  1.670  -1.542  0.212
H  -1.191  2.628  -1.146  0.227
H  -1.330  1.300  -2.565  0.206
H  -2.106  -0.262  1.375  0.207
H  -3.012  0.968  0.567  0.209
H  -1.576  1.371  1.244  0.214

---

DFT (wB97M-V/def2-TZVPD) results for an isolated molecule of C12H18N2O3S.

Spin multiplicity: 1
Structure (SMILES): COc1ccc(N2CCN(S(C)(=O)=O)CC2)cc1
Net charge: 0
LUMO energy (eV): 0.61
E_tot (Ha): -1201.44002
Kohn-Sham gap (eV): 7.9
E_HOMO (hartree): -0.26845
Relative energy (zero: lowest compared OMol25 entry of this formula, charge and spin) (kJ/mol): 280.6

Last column: natural (NBO) charge in e.
Geometry (Å):
C  -6.344  -1.281  0.423  -0.250
O  -5.721  -0.024  0.390  -0.497
C  -4.370  0.022  0.165  0.260
C  -3.796  1.292  0.132  -0.229
C  -2.448  1.455  -0.094  -0.243
C  -1.607  0.351  -0.281  0.145
N  -0.260  0.521  -0.538  -0.435
C  0.555  -0.580  -1.001  -0.230
C  1.881  -0.027  -1.512  -0.242
N  2.641  0.578  -0.433  -0.676
S  3.740  -0.465  0.306  2.301
C  5.085  0.682  0.677  -0.861
O  3.223  -0.980  1.543  -0.947
O  4.202  -1.403  -0.674  -0.945
C  1.811  1.278  0.538  -0.250
C  0.461  1.677  -0.057  -0.215
C  -2.192  -0.915  -0.249  -0.207
C  -3.550  -1.079  -0.034  -0.298
H  -7.399  -1.084  0.608  0.198
H  -6.239  -1.810  -0.530  0.172
H  -5.948  -1.908  1.230  0.173
H  -4.437  2.148  0.277  0.222
H  -2.050  2.456  -0.144  0.209
H  0.768  -1.308  -0.202  0.187
H  0.031  -1.093  -1.813  0.212
H  1.706  0.726  -2.286  0.202
H  2.499  -0.823  -1.925  0.254
H  5.339  1.185  -0.245  0.245
H  4.744  1.377  1.431  0.237
H  5.923  0.103  1.045  0.251
H  2.345  2.178  0.860  0.202
H  1.654  0.634  1.411  0.224
H  -0.119  2.168  0.728  0.223
H  0.624  2.401  -0.869  0.182
H  -1.588  -1.799  -0.380  0.206
H  -3.950  -2.082  -0.018  0.217

---

DFT (wB97M-V/def2-TZVPD) results for the ion C12H18N2P with charge +1.

Spin multiplicity: 1
Net charge: +1
LUMO energy (eV): -4.08
E_tot (Ha): -918.52087
Kohn-Sham gap (eV): 7.6
E_HOMO (hartree): -0.42736
Relative energy (zero: lowest compared OMol25 entry of this formula, charge and spin) (kJ/mol): 374.2

Last column: natural (NBO) charge in e.
Geometry (Å):
C  -2.564  -2.299  -0.597  -0.149
C  -3.563  -1.378  -0.476  -0.214
C  -1.280  -1.980  -0.162  -0.230
C  -3.354  -0.014  -0.268  -0.191
C  -1.025  -0.667  0.148  0.167
C  -2.106  0.317  0.137  0.064
C  -0.465  2.015  0.565  0.558
C  2.191  1.957  -0.823  -0.628
C  -2.554  2.718  0.183  -0.413
C  2.327  -1.623  -1.085  -0.961
C  2.318  -1.336  1.872  -0.963
C  2.784  1.000  0.299  -0.734
N  0.156  -0.294  0.760  -0.928
N  -1.556  1.639  0.220  -0.526
P  1.733  -0.516  0.341  1.724
H  -2.788  -3.321  -0.760  0.230
H  -4.536  -1.663  -0.671  0.224
H  -0.508  -2.741  -0.128  0.222
H  -4.200  0.601  -0.382  0.239
H  2.710  2.847  -0.991  0.236
H  2.020  1.391  -1.844  0.212
H  1.344  2.391  -0.320  0.235
H  -3.352  2.590  -0.684  0.253
H  -3.031  2.861  1.128  0.244
H  -2.012  3.623  -0.055  0.246
H  2.018  -2.684  -0.978  0.265
H  3.482  -1.684  -1.167  0.283
H  1.814  -1.300  -1.980  0.255
H  2.539  -0.654  2.688  0.261
H  3.198  -1.832  1.695  0.237
H  1.625  -2.168  2.206  0.260
H  2.851  1.487  1.255  0.260
H  3.784  0.720  -0.124  0.261

---

Which value of relative energy (zero: lowest compared OMol25 entry of this formula, charge and spin) does entry 1 give? 185.4 kJ/mol

---

Look up the Kohn-Sham gap of the third one. 7.6 eV

---

Repeat the third record exactly.
DFT (wB97M-V/def2-TZVPD) results for the ion C12H18N2P with charge +1.

Spin multiplicity: 1
Net charge: +1
LUMO energy (eV): -4.08
E_tot (Ha): -918.52087
Kohn-Sham gap (eV): 7.6
E_HOMO (hartree): -0.42736
Relative energy (zero: lowest compared OMol25 entry of this formula, charge and spin) (kJ/mol): 374.2

Last column: natural (NBO) charge in e.
Geometry (Å):
C  -2.564  -2.299  -0.597  -0.149
C  -3.563  -1.378  -0.476  -0.214
C  -1.280  -1.980  -0.162  -0.230
C  -3.354  -0.014  -0.268  -0.191
C  -1.025  -0.667  0.148  0.167
C  -2.106  0.317  0.137  0.064
C  -0.465  2.015  0.565  0.558
C  2.191  1.957  -0.823  -0.628
C  -2.554  2.718  0.183  -0.413
C  2.327  -1.623  -1.085  -0.961
C  2.318  -1.336  1.872  -0.963
C  2.784  1.000  0.299  -0.734
N  0.156  -0.294  0.760  -0.928
N  -1.556  1.639  0.220  -0.526
P  1.733  -0.516  0.341  1.724
H  -2.788  -3.321  -0.760  0.230
H  -4.536  -1.663  -0.671  0.224
H  -0.508  -2.741  -0.128  0.222
H  -4.200  0.601  -0.382  0.239
H  2.710  2.847  -0.991  0.236
H  2.020  1.391  -1.844  0.212
H  1.344  2.391  -0.320  0.235
H  -3.352  2.590  -0.684  0.253
H  -3.031  2.861  1.128  0.244
H  -2.012  3.623  -0.055  0.246
H  2.018  -2.684  -0.978  0.265
H  3.482  -1.684  -1.167  0.283
H  1.814  -1.300  -1.980  0.255
H  2.539  -0.654  2.688  0.261
H  3.198  -1.832  1.695  0.237
H  1.625  -2.168  2.206  0.260
H  2.851  1.487  1.255  0.260
H  3.784  0.720  -0.124  0.261